No. 1
Density functional theory data (ωB97M-V/def2-TZVPD) for the molecule C16H12Cl2N2O3.

XYZ file:
```
35
Properties=species:S:1:pos:R:3:forces:R:3:lowdin_charge:R:1
C -4.875260 5.134278 1.131631 -0.2 0.1 0.1 -0.079
H -4.432142 5.337860 2.111520 0.0 0.0 0.0 0.098
H -5.320432 6.048927 0.742129 0.0 -0.1 0.1 0.096
H -5.652034 4.369749 1.232176 0.0 0.0 0.0 0.098
O -3.901037 4.764514 0.187338 0.3 -0.3 -0.2 -0.115
C -3.158679 3.633964 0.405189 0.0 0.1 -0.1 -0.185
C -3.326632 2.825394 1.526710 -0.1 0.1 0.0 -0.011
C -2.568912 1.689636 1.726567 0.2 -0.1 -0.2 -0.024
C -1.608202 1.333446 0.787338 -0.5 0.6 0.0 -0.168
C -1.428563 2.130390 -0.336743 -0.2 0.0 0.2 0.062
C -2.183789 3.276665 -0.550221 0.0 -0.1 0.1 -0.185
O -1.872260 3.932415 -1.701476 0.1 -0.3 0.2 -0.064
C -2.527503 5.120147 -2.085590 -0.1 0.4 -0.2 -0.075
H -2.064418 5.402324 -3.031212 0.0 0.0 0.1 0.094
H -3.597113 4.962854 -2.238373 0.1 0.0 0.0 0.094
H -2.379664 5.919601 -1.356765 0.0 -0.1 -0.1 0.095
H -0.686625 1.865057 -1.071854 0.1 0.0 -0.1 0.125
C -0.799745 0.148498 0.968344 0.5 -1.0 0.5 -0.289
N -0.891410 -0.658742 1.999721 -0.9 1.0 0.2 0.144
O 0.028422 -1.629179 1.781926 0.6 -0.3 -0.5 -0.023
C 0.626955 -1.344791 0.617103 -0.8 1.0 0.0 -0.293
N 0.150294 -0.257703 0.077618 0.4 -0.4 -0.2 0.214
C 1.675781 -2.163584 0.044509 0.4 -0.6 0.0 -0.147
C 2.201960 -1.750534 -1.181714 0.1 -0.1 0.1 -0.036
C 3.203945 -2.481005 -1.788914 -0.2 -0.1 0.3 -0.664
C 3.701747 -3.633007 -1.191147 -0.1 0.1 0.0 -0.090
C 3.185617 -4.045984 0.021206 -0.1 0.0 0.0 -0.093
C 2.177144 -3.322584 0.645088 0.0 0.2 -0.3 -0.586
Cl 1.573553 -3.884689 2.153428 0.2 -0.4 0.2 0.771
H 3.562504 -4.937560 0.496278 0.0 -0.1 0.1 0.108
H 4.484411 -4.197562 -1.672235 0.1 0.0 -0.1 0.109
Cl 3.843060 -1.960426 -3.301271 0.1 0.1 -0.2 0.692
H 1.805133 -0.855088 -1.632136 0.0 0.1 -0.1 0.115
H -2.713375 1.076361 2.600674 -0.1 0.0 0.1 0.112
H -4.067505 3.085884 2.265019 -0.1 0.1 0.0 0.103
```
Forces are in eV/Å.

LUMO level	-0.1	eV
structure (SMILES)	COc1ccc(-c2noc(-c3cc(Cl)ccc3Cl)n2)cc1OC
ΔE to the lowest compared entry with this formula, charge and spin	0.0	kJ/mol
DFT total energy	-1872.48018	a.u.
max |F|	1.32	eV Å⁻¹

No. 2
Density functional theory data (ωB97M-V/def2-TZVPD) for a structure of composition C26H14Cl5CsN2O2S2.

XYZ file:
```
52
Properties=species:S:1:pos:R:3:forces:R:3:lowdin_charge:R:1
Cs -0.253839 0.152061 0.098632 0.1 -0.2 0.0 0.741
Cl 0.128861 2.002688 -4.032985 0.0 0.0 0.0 0.577
C 0.732909 3.180117 -2.858268 0.0 0.0 0.1 -0.740
C 0.877347 2.774443 -1.547965 0.0 0.1 0.0 -0.260
C 1.337566 3.757358 -0.701385 0.0 -0.1 0.1 -0.727
Cl 1.546331 3.331652 1.017647 0.0 0.1 0.0 0.546
C 1.643809 5.062713 -1.074869 0.0 0.0 -0.1 -0.730
Cl 2.209874 6.244161 0.060764 0.0 0.0 0.0 0.623
C 1.483099 5.413891 -2.414538 0.0 0.0 0.0 -0.731
Cl 1.846114 7.022780 -2.942542 0.0 0.0 0.0 0.622
C 1.020897 4.460836 -3.322556 0.0 0.0 0.0 -0.729
Cl 0.814442 4.905340 -4.989155 0.0 0.0 0.0 0.616
N 1.038177 -2.495429 0.575796 0.0 0.1 0.0 -0.078
C 1.581845 -3.574160 0.886845 0.0 0.0 0.0 -0.465
C 1.374802 -4.219387 2.253377 0.0 0.0 0.0 -0.190
C 0.118352 -4.147756 2.851715 0.0 0.0 0.0 -0.048
C -0.098854 -4.644193 4.126792 0.0 0.0 0.0 -0.104
C 0.948735 -5.210426 4.846455 0.0 0.0 0.0 -0.129
C 2.208912 -5.275881 4.270478 0.0 0.0 0.0 -0.114
C 2.413955 -4.794648 2.982282 0.0 0.0 0.0 -0.066
C 2.507131 -4.344261 -0.055111 0.0 0.0 0.0 -0.180
C 3.185249 -3.631179 -1.043449 0.0 0.0 0.0 -0.050
C 3.988424 -4.273184 -1.970107 0.0 0.0 0.0 -0.105
C 4.121746 -5.658614 -1.942375 0.0 0.0 0.0 -0.130
C 3.442909 -6.383832 -0.975172 0.0 0.0 0.0 -0.115
C 2.650357 -5.730278 -0.036809 0.0 0.0 0.0 -0.063
H -0.675244 -3.666491 2.292933 0.0 0.0 0.0 0.102
H -1.087164 -4.583156 4.568057 0.0 0.0 0.0 0.092
H 0.782934 -5.589746 5.848085 0.0 0.0 0.0 0.084
H 3.038212 -5.700958 4.825428 0.0 0.0 0.0 0.087
H 3.401740 -4.855961 2.538785 0.0 0.0 0.0 0.107
H 3.031561 -2.558524 -1.061748 0.0 0.0 0.0 0.097
H 4.510669 -3.695564 -2.724667 0.0 0.0 0.0 0.091
H 4.744342 -6.164506 -2.671336 0.0 0.0 0.0 0.084
H 3.526408 -7.464950 -0.949274 0.0 0.0 0.0 0.087
H 2.126126 -6.310852 0.713445 0.0 0.0 0.0 0.104
O -6.703557 4.788511 1.347257 0.0 0.0 0.0 -0.334
S -6.324772 3.935253 0.246230 0.0 0.0 0.0 0.604
O -7.296138 3.786156 -0.811395 0.0 0.0 0.0 -0.334
N -5.801780 2.487480 0.772883 0.0 0.0 0.0 -0.126
C -4.526779 2.289084 0.510069 0.0 0.0 0.0 -0.880
S -3.662570 0.899981 0.912154 0.0 0.0 0.0 0.464
C -3.872890 3.446714 -0.206402 0.0 0.0 0.0 -0.226
C -2.563366 3.588403 -0.634294 0.0 0.0 0.0 -0.018
C -2.194770 4.762001 -1.278769 0.0 0.0 0.0 -0.045
C -3.120060 5.781116 -1.492805 0.0 0.0 0.0 -0.074
C -4.434685 5.642597 -1.064789 0.0 0.0 0.0 -0.051
C -4.776012 4.467120 -0.427551 0.0 0.0 0.0 -0.235
H -1.841704 2.799661 -0.473556 0.0 0.0 0.0 0.053
H -1.174460 4.881984 -1.620062 0.0 0.0 0.0 0.085
H -2.807535 6.686407 -1.998905 0.0 0.0 0.0 0.099
H -5.167658 6.423425 -1.223269 0.0 0.0 0.0 0.112
```
Forces are in eV/Å.

LUMO level	3.8	eV
total charge	-2
ΔE to the lowest compared entry with this formula, charge and spin	0.0	kJ/mol
DFT total energy	-4376.71134	a.u.
max |F|	0.18	eV Å⁻¹

No. 3
Density functional theory data (ωB97M-V/def2-TZVPD) for a cluster of 2 separate species, C27H34BF3O in total.

XYZ file:
```
66
Properties=species:S:1:pos:R:3:forces:R:3:lowdin_charge:R:1
C 0.335378 -3.602495 5.442590 -0.2 -0.2 0.3 -0.050
C 0.871095 -3.016379 4.178898 0.0 0.1 -0.1 -0.274
C 1.916293 -2.113682 4.203613 0.0 0.0 -0.1 -0.016
C 2.432239 -1.536873 3.050573 -0.3 -0.3 -0.1 -0.203
C 3.591738 -0.610857 3.238668 0.4 0.4 -0.1 -0.046
C 1.875631 -1.872413 1.806258 0.0 0.2 0.0 -0.116
C 2.416501 -1.312547 0.493777 -0.5 -0.2 -0.4 -0.303
C 3.839217 -1.800395 0.204246 0.1 0.1 0.0 -0.036
C 2.266644 0.223095 0.351596 0.0 -0.6 0.1 -0.113
C 0.856223 0.679436 0.295535 0.5 0.7 0.0 0.157
C 0.370204 1.976731 0.331558 0.1 -0.1 0.0 -0.085
C -1.045879 2.158982 0.531611 -0.3 0.0 0.0 -0.143
C -1.944960 0.991706 0.760401 -0.3 -0.2 0.0 -0.014
C -1.573860 3.427073 0.596742 0.0 -0.3 0.1 0.023
C -0.782664 4.563682 0.477914 -0.1 -0.2 -0.2 -0.201
C -1.406782 5.915920 0.499313 0.2 0.3 0.0 -0.018
C 0.588798 4.402334 0.304376 0.3 -0.3 0.0 0.016
C 1.185991 3.162450 0.222918 0.1 0.3 0.1 -0.135
C 2.662888 3.125263 0.007690 0.3 0.3 -0.1 -0.022
C 0.822748 -2.802622 1.769753 0.1 0.0 0.3 -0.209
C 0.226999 -3.264767 0.481634 -0.3 -0.2 -0.3 -0.036
C 0.339282 -3.354391 2.949322 0.2 0.2 0.0 -0.006
H -0.484169 -4.294303 5.244184 0.0 0.0 0.0 0.076
H 1.107473 -4.152126 5.983296 0.0 0.0 0.0 0.084
H -0.044526 -2.822424 6.104372 0.0 0.0 0.0 0.083
H 2.356844 -1.863240 5.153776 0.2 0.1 0.3 0.121
H 3.995003 -0.224028 2.307376 0.0 0.0 0.2 0.044
H 3.310569 0.247518 3.850896 0.0 0.0 0.1 0.091
H 4.407301 -1.122333 3.753111 0.0 0.0 0.0 0.096
H 1.788149 -1.727141 -0.308744 0.2 0.2 0.2 0.123
H 3.888628 -2.890020 0.233400 -0.1 0.0 0.0 0.093
H 4.181180 -1.474397 -0.779806 -0.1 0.0 -0.1 0.087
H 4.556925 -1.429152 0.932078 0.1 -0.1 0.0 0.065
H 2.756113 0.716104 1.190096 0.0 0.2 -0.1 0.103
H 2.794934 0.548542 -0.549879 0.0 0.0 0.0 0.138
H 0.132078 -0.114362 0.251878 -0.3 -0.2 0.1 0.113
H -2.968101 1.312422 0.963361 0.2 0.1 -0.1 0.093
H -1.974439 0.334222 -0.109490 0.0 0.0 -0.1 0.099
H -1.609906 0.412389 1.622642 0.0 -0.1 0.0 0.099
H -2.627610 3.551770 0.771864 -0.3 -0.1 0.0 0.129
H -0.666197 6.702587 0.346064 0.0 -0.1 0.0 0.085
H -2.154696 6.006145 -0.290290 0.0 -0.1 0.0 0.104
H -1.901360 6.104592 1.452578 -0.1 -0.1 0.0 0.098
H 1.204094 5.282153 0.232887 0.2 0.2 -0.1 0.120
H 3.065127 4.130965 -0.131763 -0.2 -0.1 0.0 0.091
H 3.179012 2.694883 0.866727 0.0 -0.1 -0.1 0.092
H 2.925372 2.560169 -0.887507 0.0 -0.1 0.1 0.098
H -0.566804 -3.995275 0.648865 0.1 0.1 0.1 0.085
H -0.210978 -2.435849 -0.076725 0.0 -0.1 -0.2 0.078
H 0.982854 -3.746222 -0.141833 -0.1 0.1 -0.1 0.095
H -0.456804 -4.078267 2.912062 -0.2 -0.1 -0.1 0.113
C -5.183836 -0.685784 -6.781394 0.4 0.7 -0.4 -0.039
C -4.246272 -0.798059 -5.644617 -0.5 -1.5 1.3 -0.337
C -4.305451 -1.715152 -4.616043 -0.9 0.4 -1.5 -0.068
C -3.228365 -1.450577 -3.778742 1.0 0.7 0.4 -0.067
C -2.554353 -0.388273 -4.322389 0.4 -0.6 1.2 -0.125
B -1.226579 0.323863 -3.750710 -1.3 -0.3 -1.6 -1.136
F -0.862006 -0.344857 -2.590911 0.7 -0.4 1.5 0.093
F -0.231802 0.222198 -4.714358 1.0 0.2 -0.2 0.106
F -1.528735 1.652288 -3.481602 0.3 1.2 0.6 0.097
O -3.166827 0.019402 -5.462873 -0.9 -0.5 -0.4 0.088
H -5.969812 -1.437658 -6.725519 0.1 0.0 0.2 0.077
H -5.648693 0.299272 -6.789606 -0.1 0.1 -0.2 0.074
H -4.650851 -0.813135 -7.722797 -0.1 0.0 -0.2 0.075
H -5.046833 -2.487210 -4.489896 -0.1 0.0 -0.2 0.097
H -2.959371 -1.970894 -2.873005 0.1 0.1 0.0 0.096
```
Forces are in eV/Å.

LUMO level	-2.9	eV
ΔE to the lowest compared entry with this formula, charge and spin	0.0	kJ/mol
DFT total energy	-1449.01221	a.u.
max |F|	2.11	eV Å⁻¹